ORCA calculation (wB97M-V/def2-TZVPD) on C27H29Cl2N4O6SiTm as an isolated structure.

Output
**Calculated total energy**: -4011.90398 hartree
**<S²>**: 2.002
**Relative energy (zero: lowest compared OMol25 entry of this formula, charge and spin)**: 2.55 kcal per mole
**Orbital gap (alpha / beta)**: 4.87 / 4.89 eV
**LUMO (alpha / beta)**: -0.5 / -0.5 eV
**Multiplicity**: 3
**Charge**: 0

Each line ends with the natural charge from an NBO analysis.
Atoms and positions in Å:
O1 1.960884 -5.297065 -6.858503  -0.48
Si1 -2.340855 1.956942 4.761080  1.65
C1 -3.400298 2.191153 -0.391050  -0.24
C2 1.266612 -4.559596 -5.935521  0.24
C3 -2.358666 0.175990 1.242205  -0.42
H1 -4.240798 2.960773 6.068970  0.24
N1 3.567203 -2.727984 0.102341  -0.80
H2 -2.926867 -1.190465 -0.321890  0.24
H3 -1.311835 -0.132692 5.597011  0.24
N2 3.742180 -4.356656 1.750144  -0.77
H4 1.535737 5.036192 -1.816507  0.23
H5 -3.977300 3.688420 4.496536  0.24
H6 3.963771 -4.649083 -7.213008  0.16
H7 -0.585653 2.129599 6.441771  0.23
C4 3.055212 -3.362309 1.191873  0.67
H8 -1.617850 3.109540 2.647148  0.23
C5 3.210260 3.650645 0.894625  -0.21
C6 -3.999625 2.715332 5.026223  -1.15
C7 -2.314419 0.192001 5.319974  -1.13
H9 -0.875358 -4.205744 -3.322285  0.24
H10 3.201991 -4.870806 2.443946  0.43
O2 1.113074 0.911509 0.074555  -0.79
C8 2.850248 4.588279 -0.132629  -0.10
C9 -0.154875 -3.990755 -4.107546  -0.17
C10 1.289190 -2.239714 -5.050856  -0.23
C11 0.311946 -2.693190 -4.125858  -0.18
C12 -1.727221 2.072072 2.959096  -0.86
O3 -0.638008 1.728675 -1.890261  -0.67
C13 2.567023 2.484983 0.953355  -0.08
N3 1.917107 -2.963321 1.761506  -0.63
H11 -0.647744 1.667386 2.950750  0.23
H12 -0.198545 -5.956325 -5.075645  0.23
C14 1.637657 -3.201353 -5.994569  0.29
H13 -3.259789 3.477732 1.303445  0.19
C15 -3.170357 2.464455 0.934639  -0.19
Cl1 3.642001 6.112917 -0.272956  0.01
H14 -0.022310 3.209879 5.161953  0.24
C16 -0.947964 2.901921 5.701882  -1.11
O4 -1.127770 -2.034253 -2.260890  -0.73
C17 2.911843 -4.344492 -7.485297  0.23
H15 1.699753 -1.249269 -5.055342  0.25
H16 4.501855 -4.836312 1.257660  0.41
C18 -0.096846 2.877785 -1.753384  0.44
H17 -4.905960 2.159472 4.631060  0.25
O5 2.557645 -3.061410 -7.038736  -0.50
C19 -2.858794 -0.120044 -0.021451  -0.34
H18 4.557375 -2.924111 -0.102447  0.40
N4 0.157512 -1.637679 0.651747  -0.61
H19 3.871785 3.941487 1.653383  0.24
O6 0.652020 -0.757947 -2.665548  -0.77
C20 1.061330 -2.230254 1.105013  0.62
C21 0.300285 -4.969476 -5.043620  -0.27
C22 1.765047 4.381707 -0.989730  -0.15
C23 1.553898 2.120446 -0.024497  0.51
H20 -1.250683 3.816459 6.211114  0.23
H21 3.266954 -1.724412 -0.064993  0.44
H22 -1.787780 -0.578111 1.735690  0.21
H23 -3.619288 1.167191 2.515250  0.16
H24 -0.592840 3.661585 -2.312906  0.17
H25 2.791954 -4.420026 -8.595154  0.17
H26 -3.679152 0.546564 -1.820995  0.21
H27 -3.787576 3.001365 -1.002229  0.21
H28 -2.591047 -0.477562 4.501873  0.24
Cl2 2.982339 1.273969 2.176057  -0.01
H29 -2.954655 -0.020376 6.174675  0.24
C24 1.078291 3.106637 -0.977828  -0.31
C25 -2.722968 1.447878 1.922847  -0.28
Tm1 -0.523077 -0.181972 -0.810704  1.91
C26 -0.050840 -1.821570 -2.909753  0.79
C27 -3.276367 0.857397 -0.876810  -0.37

Forces on atoms 1 to 6 (eV/Å):
0.4 1.0 -0.2
1.8 0.7 -0.7
0.0 0.7 1.8
-0.2 0.6 0.0
1.1 -0.3 -1.0
0.3 -0.2 -0.1

***

ORCA calculation (wB97M-V/def2-TZVPD) on a 2-piece molecular cluster, CH7NO2 overall.

Output
**Calculated total energy**: -247.50901 hartree
**Relative energy (zero: lowest compared OMol25 entry of this formula, charge and spin)**: 6.47 kcal per mole
**Orbital gap**: 10.67 eV
**LUMO**: 0.7 eV
**Multiplicity**: 1
**Charge**: 0
**SMILES**: NCO.O

Each line ends with the natural charge from an NBO analysis.
Atoms and positions in Å:
H1 1.688503 0.104879 -0.390732  0.38
C1 -0.029841 -0.742034 0.547278  0.08
H2 -0.091398 -2.706878 0.181799  0.48
H3 -0.197727 1.755863 -0.517328  0.49
H4 0.428193 -0.184148 1.372032  0.17
O1 0.467646 -2.042267 0.614716  -0.73
H5 -1.108831 -0.665109 0.459089  0.18
H6 0.360220 -0.394245 -1.397312  0.37
N1 0.694104 0.033952 -0.543108  -0.88
O2 -0.942141 2.400812 -0.609721  -0.97
H7 -1.268723 2.439179 0.283289  0.45

Forces on atoms 1 to 6 (eV/Å):
0.0 -0.6 -0.3
3.2 1.7 -0.8
0.1 0.6 0.1
-0.4 0.2 -0.4
-1.0 -0.6 0.8
-0.4 -1.1 0.3

***

ORCA calculation (wB97M-V/def2-TZVPD) on a 2-piece molecular cluster, C6H13N3 overall.

Output
**Calculated total energy**: -400.60596 hartree
**Relative energy (zero: lowest compared OMol25 entry of this formula, charge and spin)**: 54.62 kcal per mole
**Orbital gap**: 9.28 eV
**LUMO**: 0.7 eV
**Multiplicity**: 1
**Charge**: 0
**SMILES**: [H]/N=C(/C)[C@@H](C)N.CC#N

Each line ends with the natural charge from an NBO analysis.
Atoms and positions in Å:
H1 1.532577 -1.584502 -1.634146  0.22
N1 -0.260483 -0.557131 1.139792  -0.79
H2 1.910035 -0.916595 0.036262  0.29
C1 -0.167417 -1.154798 -0.377147  -0.09
C2 1.229115 -1.627950 -0.591502  -0.70
H3 -0.024467 -1.319978 1.764136  0.38
C3 1.238832 0.799299 1.591815  0.35
C4 0.509177 2.057713 1.803346  -0.71
H4 1.064949 0.950187 -1.139199  0.35
C5 -0.594649 0.007057 -1.254976  0.30
H5 -1.214634 -0.275444 1.338467  0.37
H6 -0.277330 1.902959 2.542196  0.22
H7 -2.705972 -0.245389 -0.949844  0.21
C6 -2.006615 -0.040110 -1.760092  -0.67
H8 1.378370 -2.630431 -0.198362  0.21
H9 -0.903181 -1.967021 -0.417759  0.19
H10 -2.106599 -0.840196 -2.492157  0.23
H11 -2.267207 0.902636 -2.229145  0.24
N2 0.122874 1.011273 -1.525683  -0.62
H12 0.053951 2.389676 0.868073  0.25
N3 2.289710 0.316782 1.325639  -0.48
H13 1.198964 2.821963 2.160284  0.25

Forces on atoms 1 to 6 (eV/Å):
-0.1 -0.1 -0.1
-0.9 -1.4 -2.3
-0.9 -1.5 -1.5
-0.9 1.0 2.3
1.7 1.1 1.2
0.0 0.0 0.1

***

ORCA calculation (wB97M-V/def2-TZVPD) on a 3-piece molecular cluster, C2H2Br2FNO overall.

Output
**Calculated total energy**: -5455.19430 hartree
**Relative energy (zero: lowest compared OMol25 entry of this formula, charge and spin)**: 63.20 kcal per mole
**Orbital gap**: 9.11 eV
**LUMO**: -0.7 eV
**Multiplicity**: 1
**Charge**: 0

Each line ends with the natural charge from an NBO analysis.
Atoms and positions in Å:
F1 3.395781 2.145572 -0.319894  -0.35
C1 0.595210 0.754114 1.560953  0.90
Br1 1.692115 4.158774 0.195263  0.04
Br2 0.886725 1.166744 -2.670324  -0.18
N1 0.121950 0.117344 0.637150  -0.81
H1 -0.718182 -0.413070 0.625061  0.43
H2 0.658416 0.453201 -1.561606  0.20
C2 2.096260 2.315000 -0.025451  0.27
O1 1.181820 1.274312 2.434650  -0.50

Forces on atoms 1 to 6 (eV/Å):
-1.7 0.8 0.4
0.4 -0.7 0.7
0.4 0.0 -0.1
0.4 1.4 -2.4
0.6 0.8 0.3
-0.5 -0.2 0.2

***

ORCA calculation (wB97M-V/def2-TZVPD) on C28H30N8ORuS as an isolated structure.

Output
**Calculated total energy**: -2091.14248 hartree
**<S²>**: 8.768
**Relative energy (zero: lowest compared OMol25 entry of this formula, charge and spin)**: 7.98 kcal per mole
**Orbital gap (alpha / beta)**: 7.66 / 6.43 eV
**LUMO (alpha / beta)**: -2.9 / -4.2 eV
**Multiplicity**: 6
**Charge**: +1

Each line ends with the natural charge from an NBO analysis.
Atoms and positions in Å:
C1 2.939693 0.258063 0.564013  -0.07
H1 1.746061 2.049146 5.046573  0.26
C2 -3.083165 3.759479 -0.324681  -0.24
C3 -2.748478 -3.777096 1.592544  -0.19
C4 1.926640 -0.831618 -1.319562  -0.08
N1 4.158837 0.451415 -0.198400  -0.45
N2 -2.420602 1.509507 0.069066  -0.51
H2 2.992646 -0.697173 1.082483  0.21
H3 -1.929278 -2.036186 -4.128880  0.23
H4 2.828872 1.055176 1.298611  0.21
H5 1.062653 -0.867344 -1.977256  0.20
C5 4.084745 1.728850 -0.912204  -0.08
C6 -2.401223 -3.397825 -2.556890  -0.07
C7 0.273138 2.272546 2.788122  0.61
C8 2.167944 -1.215478 4.216118  -0.24
C9 -3.480606 1.091785 -0.644686  0.05
C10 -2.500362 -3.570532 -1.159646  -0.13
C11 -4.373342 1.961968 -1.224076  -0.25
C12 4.277509 -0.623553 -1.186937  -0.08
H6 -1.036644 0.897594 -2.007333  0.21
H7 -3.325178 -5.564293 -1.237220  0.23
C13 0.979882 1.058361 3.328632  0.12
H8 0.867464 1.621199 -1.689907  0.20
N3 0.859364 -0.053266 2.610047  -0.48
H9 -0.404236 0.096132 -3.463000  0.24
H10 1.650222 2.353044 -0.282664  0.22
H11 -2.861519 -3.859656 2.666315  0.23
C14 2.305881 -0.047737 4.957165  -0.14
S1 -1.761491 -1.304127 2.139480  -0.11
N4 3.130388 -0.642191 -2.103731  -0.45
N5 -1.573217 -1.341734 -0.865687  -0.56
H12 -1.559499 3.732294 2.039402  0.25
C15 1.695182 1.111374 4.511855  -0.20
H13 5.190847 -0.478688 -1.763307  0.21
H14 -3.604548 0.021187 -0.724005  0.21
H15 2.617151 -2.144247 4.539285  0.24
C16 -1.126057 3.223912 1.173203  -0.27
C17 -4.154948 3.329470 -1.075685  -0.13
H16 -2.704533 -4.204812 -3.213662  0.23
H17 -3.546189 -5.745021 1.218381  0.23
C18 -3.141712 -4.848781 0.767428  -0.19
C19 -1.245877 0.155159 -2.771587  -0.66
N6 -0.366564 2.068526 1.603605  -0.70
C20 3.059130 0.658757 -2.775446  -0.08
H18 2.200881 0.668931 -3.450377  0.20
C21 1.732865 1.567507 -1.034687  -0.09
N7 1.722924 0.251575 -0.308086  -0.54
Ru1 -0.545835 0.187137 0.659270  1.42
O1 0.296722 3.314558 3.419170  -0.59
H19 -5.220487 1.580547 -1.776238  0.24
N8 2.932764 1.763690 -1.821731  -0.45
C22 -3.021156 -4.753286 -0.587699  -0.17
C23 1.426292 -1.177631 3.052342  0.05
H20 -2.895819 4.813271 -0.163081  0.24
C24 -1.967973 -2.213541 -3.062261  -0.27
H21 -2.104555 0.518103 -3.340135  0.25
C25 -2.240541 2.817255 0.257150  0.25
H22 4.339093 -1.583081 -0.671331  0.20
H23 1.262749 -2.069049 2.457993  0.21
H24 4.999273 1.870300 -1.487587  0.21
H25 -4.826668 4.046342 -1.529687  0.24
H26 3.963030 0.801797 -3.366878  0.21
H27 1.992160 -1.779887 -0.781552  0.21
H28 2.874761 -0.048901 5.877422  0.24
H29 3.996051 2.541682 -0.190266  0.21
C26 -2.083347 -2.508113 -0.334398  0.21
C27 -2.223691 -2.617035 1.073035  -0.20
C28 -1.577052 -1.182582 -2.179712  0.28
H30 -0.497408 3.976822 0.683461  0.22

Forces on atoms 1 to 6 (eV/Å):
0.0 0.0 0.0
0.0 0.0 0.0
0.0 0.1 0.1
0.0 -0.1 0.1
0.1 0.0 0.1
-0.1 0.0 0.0